Entry 1:
15
Properties=species:S:1:pos:R:3:forces:R:3 method="wB97M-V/def2-TZVPD" e_tot_ev=-10312.04845 de_lowest_kcal_mol=113.08 orbital_gap_ev=9.38
C -1.4252 -1.2768 -0.2055 4.0 -0.7 0.6
N -0.7868 0.0829 -0.0007 0.8 -2.2 -0.2
C -1.6345 1.1674 0.3077 1.8 2.1 -2.3
C 0.5797 0.2832 0.0267 -3.2 0.4 -0.2
O 1.3922 -0.5693 -0.0970 1.1 -1.7 -0.3
H -1.7974 -1.6745 0.7204 -0.1 0.0 0.8
H -2.2435 -1.3946 -0.8809 -0.3 0.8 -1.0
H -0.5332 -1.9993 -0.4867 -1.9 1.5 0.3
H -2.4800 0.9179 -0.2731 -1.4 1.1 -0.9
H -1.9559 1.2346 1.2812 -0.5 0.0 2.7
H -1.0400 2.1687 0.0543 -1.8 -1.9 0.2
H 0.7320 1.3630 0.1203 0.8 0.2 0.1
N 3.5433 0.0320 0.2091 1.5 -0.3 -1.0
O 3.8823 0.6732 -0.7584 -0.3 -0.2 0.7
H 3.7670 -1.0085 -0.0175 -0.5 0.8 0.4



Entry 2:
95
Properties=species:S:1:pos:R:3:forces:R:3 method="wB97M-V/def2-TZVPD" e_tot_ev=-139232.58385 s_squared=6.0046 multiplicity=5 orbital_gap_ev="6.72 / 6.73" charge=+2
Pm 0.1620 -0.3959 0.0064 -0.5 -0.1 -0.8
Br 6.0555 5.9068 0.3188 0.0 -0.1 0.1
C 6.1434 4.4350 1.5059 0.0 0.1 -0.1
C 7.2929 3.6625 1.5666 0.0 0.1 -0.1
C 7.3353 2.5766 2.4223 -0.2 -0.2 0.2
C 6.2142 2.2306 3.1749 -0.2 0.6 -0.5
C 5.0806 3.0484 3.1406 0.1 -0.1 0.2
C 5.0511 4.1563 2.3159 0.0 0.0 0.0
N 6.3473 1.0926 4.0060 0.0 -0.2 0.3
N 5.4128 0.3178 4.2394 0.7 -0.4 0.4
C 4.1593 0.3435 3.6085 -0.9 0.2 -0.3
C 3.0284 0.3537 4.3967 0.6 0.0 0.0
C 1.7521 0.3998 3.8356 -0.3 0.0 -0.3
C 1.5535 0.3659 2.4682 0.5 0.2 0.6
O 0.3357 0.4954 1.9181 -0.1 0.4 0.6
C 2.7082 0.2013 1.6389 0.2 -0.1 0.1
N 2.5143 0.0045 0.2889 0.8 0.3 0.2
C 3.5717 -0.0593 -0.5048 -0.2 -0.1 0.0
C 4.8841 -0.0056 -0.0368 0.2 0.0 0.1
C 5.1015 0.0944 1.3139 0.0 -0.1 -0.3
C 4.0134 0.2226 2.1984 -0.2 -0.1 0.1
H 8.1548 3.9246 0.9687 0.0 0.0 0.0
H 8.2289 1.9725 2.5121 0.0 0.0 0.0
H 4.2430 2.8414 3.7921 0.0 0.0 0.0
H 4.1908 4.8112 2.3037 0.0 0.0 0.0
H 3.1548 0.3804 5.4715 0.0 0.0 0.0
H 0.8856 0.4714 4.4813 0.0 0.0 0.0
H 3.3753 -0.1954 -1.5635 0.0 0.0 0.0
H 5.7077 -0.0795 -0.7319 0.0 0.0 0.0
H 6.1113 0.0620 1.7002 0.0 0.0 0.0
C -0.6215 3.8615 -0.9168 0.0 -0.2 0.0
C 0.4054 2.7868 -1.2906 0.2 0.2 -0.1
C 1.8174 3.2533 -0.9124 -0.1 0.0 0.1
C 0.3350 2.4051 -2.7600 -0.1 -0.2 0.1
C 0.6847 3.3507 -3.7126 0.0 0.0 0.0
C 0.7251 3.0156 -5.0542 0.0 0.0 -0.1
C 0.5115 1.7035 -5.4326 0.0 0.0 0.1
C 0.1687 0.7121 -4.5138 0.1 -0.1 0.1
C 0.1780 -0.7232 -5.0508 -0.2 0.0 0.1
C -1.1666 -1.1978 -5.6330 0.1 0.1 0.1
C 0.7889 -1.7698 -4.1097 0.0 0.1 -0.1
C -0.0239 1.1093 -3.1763 0.1 0.2 -0.1
N -0.5658 0.2207 -2.2022 -0.3 0.0 -0.4
C -1.7278 -0.3280 -2.4751 0.2 0.0 0.0
C -2.2957 -1.3137 -1.6452 -0.2 -0.2 0.1
C -3.4875 -2.0479 -1.7543 0.1 0.2 -0.1
C -3.5386 -2.8970 -0.6546 0.0 -0.1 0.1
C -2.3798 -2.6556 0.1010 -0.1 0.0 0.0
N -1.6263 -1.7140 -0.4905 -0.5 -0.6 -0.3
C -1.9497 -3.2109 1.4395 0.0 0.1 0.0
C -2.2808 -2.1679 2.5240 -0.1 -0.2 -0.1
C -2.6903 -4.5135 1.7408 0.1 0.0 -0.1
C -0.4334 -3.4723 1.4517 -0.3 -0.1 -0.1
H -0.5645 4.0656 0.1605 0.1 0.0 0.0
H -1.6329 3.5590 -1.2110 0.0 0.1 0.0
H -0.3958 4.7912 -1.4375 -0.1 0.0 0.0
H 0.1835 1.9087 -0.6712 -0.1 0.2 -0.1
H 2.0474 4.2098 -1.3811 0.0 0.0 0.0
H 2.5648 2.5334 -1.2424 0.0 0.0 0.0
H 1.9078 3.3721 0.1704 0.0 0.0 0.0
H 0.9408 4.3593 -3.4099 0.0 0.0 0.0
H 0.9758 3.7611 -5.7968 0.0 0.0 0.0
H 0.6422 1.4230 -6.4710 0.0 0.0 0.0
H 0.8630 -0.6644 -5.8986 0.0 0.0 0.0
H -1.7920 -1.6667 -4.8729 -0.1 0.0 0.0
H -0.9944 -1.9399 -6.4123 0.0 0.0 0.0
H -1.7126 -0.3656 -6.0786 0.0 0.0 0.0
H 0.0951 -2.0989 -3.3374 -0.1 0.0 0.1
H 1.6947 -1.3791 -3.6372 0.0 0.0 0.0
H 1.0688 -2.6519 -4.6861 0.0 0.0 0.0
H -2.2728 -0.0157 -3.3634 0.0 0.0 -0.1
H -4.2024 -1.9786 -2.5606 0.0 0.0 0.0
H -4.3112 -3.6153 -0.4337 0.0 0.0 0.0
H -3.3445 -1.9206 2.4942 0.0 0.0 0.0
H -1.6910 -1.2590 2.3783 0.0 0.1 0.1
H -2.0536 -2.5683 3.5135 0.0 0.1 0.0
H -3.7638 -4.3375 1.8157 0.0 0.0 0.0
H -2.3496 -4.9350 2.6866 0.0 0.0 0.0
H -2.5173 -5.2480 0.9534 0.0 0.0 0.0
H 0.1614 -2.5457 1.3485 0.0 -0.2 0.2
H -0.1495 -4.1558 0.6514 0.1 0.0 0.0
H -0.1451 -3.9178 2.4034 0.1 0.1 0.0
N -2.9659 4.0118 1.7384 -0.1 -0.1 0.1
C -3.6297 2.6633 1.8730 0.0 -0.5 0.0
C -2.5914 1.5387 1.7845 0.0 0.2 -0.2
N -2.2978 1.0667 0.4262 0.2 0.0 0.2
H -3.6484 4.7708 1.7060 0.0 0.0 0.0
H -2.3900 4.0570 0.8929 0.0 0.1 -0.1
H -2.3526 4.1782 2.5375 0.1 0.1 0.0
H -4.3718 2.5777 1.0812 0.0 0.1 0.0
H -4.1478 2.6502 2.8298 0.1 0.1 0.0
H -2.9497 0.6930 2.3660 0.0 0.0 0.0
H -1.6527 1.8557 2.2526 0.0 -0.1 0.1
H -2.3311 1.8166 -0.2563 0.1 0.0 -0.1
H -2.9777 0.3732 0.1276 0.0 0.0 0.0



Entry 3:
85
Properties=species:S:1:pos:R:3:forces:R:3 method="wB97M-V/def2-TZVPD" e_tot_ev=-225413.70009 de_lowest_kcal_mol=25.25 orbital_gap_ev=6.63
Sc -0.9646 -0.3767 0.0160 0.6 0.8 0.4
C -4.0383 3.0705 -0.4656 0.0 0.1 -0.2
C -3.3799 1.9221 -0.0089 0.2 -0.3 0.1
N -2.3920 1.3404 -0.6674 -0.3 -0.1 0.0
C -2.0197 1.8354 -1.8712 -0.1 0.4 -0.7
C -2.6953 2.9504 -2.4513 0.2 -0.4 0.3
C -3.6894 3.5902 -1.6823 0.1 -0.2 0.2
C -2.3970 3.3393 -3.7641 0.2 -0.1 -0.5
C -1.5154 2.5843 -4.4981 -0.5 0.6 0.1
C -0.8144 1.5255 -3.9341 0.2 -0.5 0.6
C -0.9513 1.1712 -2.5865 -0.3 0.6 -0.7
N -0.2492 0.2307 -1.8968 -0.1 -0.1 0.7
C 0.7091 -0.5839 -2.4756 0.5 -0.4 -0.4
C 1.5751 -0.2721 -3.5187 -0.5 0.2 0.6
C 2.3707 -1.2483 -4.1250 0.2 -0.5 0.0
C 2.3983 -2.5347 -3.6635 0.2 0.3 -0.1
C 1.6733 -2.8710 -2.5055 -0.3 0.2 0.3
C 1.7534 -4.1397 -1.8998 -0.3 0.1 0.1
C 1.0044 -4.4094 -0.7876 0.1 0.0 -0.3
C 0.2127 -3.3879 -0.2498 -0.1 0.2 0.1
N 0.1346 -2.1793 -0.7732 0.0 -0.3 -0.1
C 0.8300 -1.9016 -1.9044 0.4 -0.1 -0.5
H -4.8127 3.5231 0.1353 0.0 0.0 0.1
H -3.6580 1.4756 0.9415 0.1 0.0 -0.1
H -4.1777 4.4705 -2.0783 0.0 0.0 0.0
H -2.9072 4.1877 -4.1907 -0.1 0.1 -0.1
H -1.3467 2.8278 -5.5377 0.0 0.0 -0.1
H -0.1658 0.9526 -4.5737 0.1 0.0 0.0
H 1.6737 0.7448 -3.8639 -0.2 0.0 0.0
H 2.9657 -0.9716 -4.9839 0.1 0.0 0.0
H 2.9938 -3.2935 -4.1445 0.1 -0.1 -0.1
H 2.4299 -4.8713 -2.3145 0.0 -0.1 -0.1
H 1.0450 -5.3697 -0.2965 0.0 0.0 0.0
H -0.3478 -3.5660 0.6655 0.1 0.1 -0.1
Se 3.5485 -2.7104 0.9100 0.0 -0.1 0.1
P 2.7159 -1.2762 2.2121 -0.3 0.0 -0.1
Se 0.5301 -0.8740 2.1439 0.6 -0.2 0.6
C 3.6942 0.2646 2.1087 -0.3 -0.3 -0.1
C 3.2481 1.4272 1.5039 -0.2 -0.1 0.1
C 4.0794 2.5340 1.4595 0.0 0.2 -0.1
C 5.3532 2.4709 1.9996 0.0 0.1 0.0
C 5.8101 1.2939 2.5732 0.0 0.0 0.0
C 4.9842 0.1896 2.6196 0.0 0.0 0.1
C 2.8389 -1.6811 3.9865 -0.1 0.1 -0.3
C 2.9504 -2.9915 4.4158 0.1 0.0 -0.1
C 2.8685 -3.2757 5.7686 0.0 0.0 0.1
C 2.6668 -2.2523 6.6804 0.0 -0.1 0.1
C 2.5693 -0.9389 6.2471 0.0 0.2 0.1
C 2.6494 -0.6490 4.8999 0.1 -0.1 -0.1
H 2.2508 1.4565 1.0793 0.0 0.0 0.1
H 3.7317 3.4514 1.0054 0.0 0.1 -0.1
H 5.9999 3.3350 1.9629 0.0 0.1 0.0
H 6.8053 1.2402 2.9881 0.1 0.0 0.0
H 5.3278 -0.7443 3.0430 0.1 0.0 0.1
H 3.0922 -3.7795 3.6884 0.0 0.0 -0.1
H 2.9496 -4.2959 6.1139 0.0 -0.1 0.0
H 2.5592 -2.4776 7.7324 0.1 0.0 0.1
H 2.4180 -0.1384 6.9586 0.0 0.0 0.1
H 2.5462 0.3658 4.5385 0.0 0.1 0.1
I -0.3175 5.8987 -0.2349 -0.1 -0.4 0.3
C -0.7364 4.2397 0.9962 0.1 0.3 -0.2
C -1.4075 4.3848 2.2002 0.0 -0.1 -0.1
C -1.6508 3.2430 2.9454 0.1 0.0 -0.1
C -1.2490 2.0117 2.4466 0.1 -0.1 0.2
N -0.6270 1.8791 1.2763 -0.1 0.0 -0.1
C -0.3515 2.9787 0.5800 0.1 0.1 -0.1
H -1.7269 5.3564 2.5416 0.0 0.1 0.1
H -2.1548 3.2964 3.8977 0.0 0.0 0.1
H -1.4291 1.0988 3.0061 -0.1 0.1 -0.1
H 0.1799 2.8426 -0.3546 0.0 0.0 -0.1
O -2.5375 -1.6479 -0.6516 -0.2 -0.2 -0.2
C -3.0786 -1.6283 0.4699 -0.6 0.0 0.3
N -2.6298 -0.8210 1.4461 0.3 0.1 -0.3
C -3.4308 -0.9689 2.5670 0.0 0.3 0.4
O -3.3565 -0.3026 3.5734 0.0 -0.2 -0.1
C -4.4521 -2.0275 2.2553 -0.1 -0.3 -0.5
C -5.4717 -2.5913 2.9906 0.2 0.1 0.0
C -6.2921 -3.5220 2.3538 0.0 0.1 0.1
C -6.1028 -3.8600 1.0225 0.0 -0.1 -0.1
C -5.0606 -3.3075 0.2860 0.1 0.1 0.0
C -4.2466 -2.4007 0.9267 -0.4 -0.2 0.4
H -5.6169 -2.3213 4.0249 -0.1 0.0 0.1
H -7.1007 -3.9823 2.9038 0.0 0.0 0.0
H -6.7664 -4.5707 0.5518 -0.1 -0.1 0.0
H -4.8884 -3.5576 -0.7483 0.0 -0.1 -0.1



Entry 4:
136
Properties=species:S:1:pos:R:3:forces:R:3 method="wB97M-V/def2-TZVPD" e_tot_ev=-81731.01941 de_lowest_kcal_mol=9.35 orbital_gap_ev=9.71
C 6.8720 -11.9307 37.7070 -0.2 0.0 0.2
O 5.4823 -11.5391 37.6736 0.4 -0.3 -0.2
P 4.8567 -10.8086 38.9329 -0.5 -0.2 0.3
O 4.9870 -11.5015 40.2142 0.3 0.2 -0.2
O 5.4471 -9.3535 38.8839 0.3 0.0 0.1
C 5.4281 -8.6276 37.6566 0.0 0.9 -0.4
O 3.3758 -10.5649 38.4327 0.1 -0.1 0.1
C 2.5261 -11.6995 38.2753 -0.6 -0.6 0.0
H 6.9183 -12.9972 37.5045 0.1 0.0 -0.1
H 7.3243 -11.7352 38.6819 -0.1 0.0 0.0
H 7.4098 -11.3723 36.9450 0.0 0.0 -0.1
H 5.0351 -9.1679 36.7950 0.0 -0.3 0.3
H 6.4336 -8.2871 37.4034 0.0 -0.1 0.2
H 4.8083 -7.7437 37.8020 0.0 0.0 0.0
H 1.9340 -11.5156 37.3853 0.0 -0.1 0.0
H 1.8428 -11.8511 39.1144 0.1 0.5 0.1
H 3.0581 -12.6516 38.2049 0.3 0.3 -0.3
C 13.0713 -7.2883 38.2771 -0.2 -0.2 -0.5
C 12.7009 -5.9115 37.7244 0.6 -0.2 -0.2
C 14.0515 -5.5372 37.1446 0.2 0.5 0.0
O 14.9985 -5.9166 38.1224 0.3 -0.5 -0.3
C 14.4687 -7.0545 38.8367 0.0 1.0 0.4
H 13.1231 -7.9535 37.4078 0.0 -0.2 0.2
H 12.3901 -7.7134 39.0109 -0.1 0.1 0.0
H 12.4415 -5.2590 38.5571 -0.2 0.3 -0.3
H 11.9925 -5.8910 36.8966 -0.5 -0.2 0.4
H 14.1516 -4.4680 36.9503 0.1 0.0 0.1
H 14.2462 -6.0673 36.1998 -0.2 0.0 0.0
H 14.4500 -6.6713 39.8622 -0.2 -0.6 0.2
H 15.1153 -7.9298 38.7804 0.1 0.1 -0.2
C 10.4345 -9.9154 36.3180 -0.9 0.7 0.6
C 11.0287 -10.5825 37.5688 1.3 0.2 0.1
C 11.0122 -12.0753 37.2607 -0.8 -0.1 -0.5
O 10.0295 -12.2563 36.2259 -0.3 0.2 0.2
C 9.9537 -11.0810 35.4292 0.4 0.4 0.9
H 11.0021 -9.1524 35.7787 0.6 -0.5 0.1
H 9.6201 -9.2907 36.7086 -0.3 -0.4 -0.4
H 10.4946 -10.3188 38.4806 -0.4 -0.2 -0.2
H 12.0513 -10.2496 37.7824 0.0 -0.1 -0.2
H 10.6563 -12.6907 38.0851 0.3 0.0 0.1
H 11.9687 -12.4455 36.8815 0.1 0.1 0.2
H 8.9105 -10.9048 35.1753 0.0 -0.3 -0.5
H 10.6194 -11.2025 34.5717 -0.3 0.1 -0.3
C 0.8956 -8.5038 34.5761 0.0 -0.7 -0.1
C 1.3086 -9.9421 34.2517 0.2 0.3 0.0
C 0.3814 -10.7250 35.1741 1.2 -0.1 -0.2
O 0.2853 -9.9157 36.3437 -0.4 -0.1 0.3
C 0.8482 -8.6378 36.1006 0.4 0.7 -0.7
H -0.1066 -8.3204 34.1806 0.1 0.2 0.0
H 1.6167 -7.7922 34.1806 -0.1 0.2 0.2
H 2.3394 -10.0563 34.6094 -0.1 -0.1 0.0
H 1.3208 -10.2266 33.2003 -0.4 0.0 0.0
H 0.8867 -11.6544 35.4473 -0.4 -0.2 0.0
H -0.5913 -10.9211 34.7232 -0.1 0.0 0.1
H 1.8800 -8.5768 36.4767 -0.1 -0.1 0.2
H 0.2633 -7.8482 36.5707 -0.2 -0.2 0.2
C 8.5894 -5.1241 30.8712 1.0 0.4 0.3
O 7.7122 -4.1069 31.2814 -0.6 -0.8 0.5
C 8.0831 -2.8046 30.9946 0.0 0.7 -0.6
C 7.7405 -1.8904 32.1619 0.5 0.1 -0.2
O 6.4452 -2.0200 32.6630 -0.4 -0.2 0.1
C 5.4107 -1.6954 31.7520 0.2 -0.2 0.1
H 8.8801 -4.9773 29.8249 -0.2 -0.4 -0.1
H 8.1508 -6.0938 31.0842 -0.4 0.0 -0.3
H 9.5030 -5.1009 31.4861 0.0 0.1 -0.1
H 7.5616 -2.4695 30.0841 0.1 0.0 0.0
H 9.1576 -2.7185 30.7811 0.0 0.0 0.1
H 7.9096 -0.8470 31.8539 0.2 0.0 0.0
H 8.4235 -2.1309 32.9791 -0.1 0.1 0.1
H 5.6158 -0.7365 31.2599 -0.1 0.0 0.1
H 4.4990 -1.6469 32.3440 0.0 0.2 -0.1
H 5.2735 -2.4688 30.9874 0.1 0.0 0.0
C 11.6205 -4.4937 33.3611 0.0 0.2 0.6
O 10.9372 -5.7339 33.4252 0.1 0.5 -0.5
C 11.7127 -6.8801 33.1548 -0.1 -0.1 0.8
C 10.8476 -7.9330 32.5105 -0.2 -0.5 -1.4
O 9.5629 -7.9419 33.0648 0.0 0.0 0.2
C 8.6442 -8.7403 32.3484 -0.4 -0.1 1.0
H 12.6192 -4.5871 32.9277 -0.1 0.0 -0.2
H 11.7379 -4.0576 34.3639 0.0 -0.2 0.0
H 11.0229 -3.7688 32.8001 0.1 -0.2 -0.2
H 12.1019 -7.2616 34.1108 0.2 0.0 -0.1
H 12.5468 -6.6484 32.4876 0.1 -0.1 0.0
H 11.3101 -8.9348 32.5561 0.1 0.2 0.4
H 10.7680 -7.7628 31.4163 0.0 0.3 0.3
H 7.6689 -8.5865 32.8222 0.1 0.2 -0.1
H 8.8483 -9.8081 32.5081 0.3 0.1 -0.6
H 8.5734 -8.4332 31.3020 0.2 -0.3 -0.1
C 5.3819 2.2925 38.4491 -0.3 0.7 -0.3
O 5.2148 0.9798 38.8983 -0.3 -0.2 0.0
C 6.2334 0.0411 38.5128 -1.0 1.1 1.3
C 6.1175 -0.2909 37.0626 0.6 0.9 -1.1
O 4.7927 -0.5675 36.6778 -0.1 -0.5 0.3
C 4.7351 -0.6876 35.2862 0.0 0.8 -1.0
H 5.6250 2.9733 39.2770 0.3 -0.2 -0.1
H 4.4432 2.6900 38.0386 0.0 -0.3 0.0
H 6.1237 2.3783 37.6459 0.1 0.0 0.2
H 6.0408 -0.7596 39.2235 0.3 -0.4 -0.4
H 7.1714 0.5434 38.7736 0.4 -0.6 -0.4
H 6.8400 -1.0513 36.7238 -0.3 -0.2 0.3
H 6.4217 0.6177 36.5008 0.0 -0.2 0.1
H 4.9699 0.2811 34.7980 0.4 -0.2 0.2
H 3.7269 -0.8570 34.9060 -0.1 -0.5 0.6
H 5.4330 -1.4419 34.9070 -0.1 0.0 0.0
C 4.4060 -6.4838 34.7436 -0.5 1.0 -0.4
O 5.3243 -6.1600 33.7068 -0.2 -1.0 -0.4
C 6.1552 -5.0380 33.8869 -1.3 1.1 1.2
C 7.5027 -5.4134 34.3919 0.5 0.6 -0.9
O 7.5189 -5.9240 35.6941 -0.1 0.0 0.5
C 8.7501 -6.5852 35.8992 0.2 -0.1 -0.7
H 4.1106 -7.5281 34.6446 0.3 -0.1 0.1
H 3.4781 -5.8904 34.6155 0.2 -0.1 0.0
H 4.7600 -6.2440 35.7492 0.4 -0.3 -0.1
H 5.5949 -4.3186 34.5124 0.5 -0.2 0.5
H 6.2859 -4.4256 32.9985 0.0 -0.7 -0.5
H 8.1546 -4.5215 34.3135 -0.1 -0.1 0.1
H 7.9116 -6.1218 33.6515 0.0 -0.1 0.4
H 8.9371 -6.7789 36.9519 -0.3 -0.1 0.1
H 9.5796 -5.9759 35.5140 0.0 0.0 0.1
H 8.7261 -7.4924 35.2811 0.3 -0.1 0.4
C 8.7932 -1.6399 40.5442 -0.3 0.5 0.2
O 8.3716 -2.5550 39.5691 -0.2 -0.5 -0.2
C 7.8182 -3.7520 40.1389 0.8 0.6 -0.1
C 6.3294 -3.6130 40.3158 0.4 -0.2 -1.0
O 6.0654 -2.9569 41.5131 -0.4 0.2 0.5
C 4.6987 -2.5987 41.6252 0.2 0.0 0.5
H 8.8653 -0.6543 40.0844 0.3 -0.1 -0.2
H 9.7632 -1.9449 40.9495 0.0 0.1 0.2
H 8.0394 -1.5247 41.3299 0.2 -0.2 0.1
H 8.3198 -3.9317 41.1003 -0.2 -0.2 0.0
H 8.0919 -4.5654 39.4652 -0.3 0.0 -0.1
H 5.8679 -4.6007 40.2423 -0.3 -0.2 0.3
H 5.9677 -3.0214 39.4615 -0.1 -0.1 0.0
H 4.0580 -3.4532 41.3862 -0.1 0.1 -0.2
H 4.4633 -1.7231 41.0121 -0.1 -0.2 -0.2
H 4.5199 -2.3384 42.6690 0.0 0.0 0.0